Record 1
{
  "formula": "C2H13NO3",
  "method": "wB97M-V/def2-TZVPD",
  "symbols": ["C", "C", "N", "H", "H", "H", "H", "H", "H", "H", "O", "H", "H", "O", "H", "H", "O", "H", "H"],
  "coordinates": [[-3.221315, 0.391478, -0.383848], [-2.070741, 0.450295, 0.644503], [-0.989993, -0.428044, 0.091864], [-3.297900, -0.622589, -0.768948], [-4.147098, 0.731494, 0.075104], [-2.988116, 1.084765, -1.192534], [-1.618823, 1.441790, 0.663673], [-2.345134, 0.169492, 1.658451], [-0.281577, -0.717378, 0.758868], [-1.454259, -1.296753, -0.163095], [1.701872, -0.770940, 2.078602], [1.972437, -0.078095, 2.690413], [2.136598, -0.473547, 1.262509], [0.725816, 0.436488, -1.926478], [-0.047646, -0.042357, -1.518303], [0.355073, 1.276655, -2.213096], [3.193450, -0.050716, -0.382300], [3.573490, -0.663356, -0.994860], [2.281089, 0.115005, -0.671451]],
  "forces_ev_per_a": [[0.609, 0.716, 0.878], [1.074, -0.400, -1.075], [-0.864, -0.644, -0.033], [-0.343, 0.011, -0.045], [-0.177, -0.203, -0.102], [-0.063, -0.229, -0.170], [-0.328, 0.189, 0.241], [-0.264, -0.092, 0.034], [0.040, 0.435, 0.345], [0.147, -0.069, 0.002], [-0.015, 0.429, -0.174], [-0.137, -0.132, 0.224], [0.264, -0.388, -0.066], [-0.500, -0.465, 0.003], [0.673, 0.637, 0.160], [0.125, 0.013, 0.001], [-0.529, 0.618, 1.006], [0.146, -0.527, -0.563], [0.141, 0.101, -0.668]],
  "lowdin_charge": [-0.096, -0.288, -0.037, 0.064, 0.067, 0.068, 0.099, 0.097, 0.051, 0.070, -0.069, 0.040, -0.007, -0.100, 0.016, 0.037, -0.055, 0.037, 0.005],
  "smiles": "CCN.O.O.O",
  "spin_multiplicity": 1,
  "relative_energy_ev": 0.4818
}

Record 2
{
  "formula": "C5H10BN",
  "method": "wB97M-V/def2-TZVPD",
  "symbols": ["B", "C", "C", "C", "C", "C", "N", "H", "H", "H", "H", "H", "H", "H", "H", "H", "H"],
  "coordinates": [[-0.403582, -0.489273, 0.028774], [2.202678, -0.384444, 0.079087], [2.184790, 0.932883, 0.151785], [1.011827, -1.248919, 0.027593], [-1.712318, -1.345202, 0.110058], [-1.065545, 2.103980, -0.153419], [-0.351199, 0.866796, 0.117016], [3.072677, -0.914313, 0.027830], [2.775110, 1.780118, -0.036643], [1.005449, -1.869451, 0.902999], [1.299168, -1.960954, -0.716238], [-2.219577, -1.226693, 1.034283], [-1.501277, -2.376671, -0.264732], [-2.416244, -0.735930, -0.676694], [-2.203596, 1.584761, -0.082232], [-0.874024, 2.874749, 0.570572], [-0.804331, 2.408559, -1.120031]],
  "forces_ev_per_a": [[1.142, -0.149, 0.157], [-1.950, 3.192, 0.442], [-2.049, -2.186, -0.498], [-0.319, 0.416, 0.395], [-1.065, 1.444, -3.528], [-2.204, -4.240, 1.390], [1.656, 1.327, 0.033], [2.774, -1.105, -0.091], [0.564, 0.907, 0.159], [-0.001, -0.535, 0.901], [-0.694, -0.685, -1.046], [-0.392, -0.471, 0.942], [-0.704, 0.759, 0.602], [1.257, -1.855, 1.589], [2.402, 2.267, -0.371], [-0.255, 0.185, 0.445], [-0.162, 0.729, -1.519]],
  "lowdin_charge": [-0.584, -0.225, 0.187, -0.132, -0.029, -0.094, 0.108, 0.072, 0.025, 0.102, 0.097, 0.035, 0.067, 0.108, 0.153, 0.061, 0.048],
  "spin_multiplicity": 1,
  "relative_energy_ev": 5.2541
}

Record 3
{
  "formula": "C4H10Br6N4O2",
  "method": "wB97M-V/def2-TZVPD",
  "symbols": ["C", "O", "N", "N", "H", "H", "H", "H", "C", "O", "N", "N", "H", "H", "H", "H", "C", "Br", "Br", "Br", "H", "C", "Br", "Br", "Br", "H"],
  "coordinates": [[2.056169, -2.099267, -0.330415], [2.063814, -1.240641, 0.582839], [1.728021, -1.644323, -1.586367], [2.351588, -3.463950, -0.132739], [1.953866, -0.705433, -1.705007], [1.684956, -2.337582, -2.310353], [2.468033, -3.731302, 0.802692], [1.943236, -4.200566, -0.815365], [-0.092584, 2.044151, -1.017927], [-1.067331, 1.296154, -0.835865], [-0.109509, 3.176116, -1.698347], [1.114770, 1.742038, -0.596141], [0.650432, 3.832649, -1.633675], [-1.052783, 3.588722, -1.694668], [1.927721, 2.350968, -0.589363], [1.367267, 0.839557, -0.225483], [-1.611890, 2.000216, 2.220967], [-1.157625, 0.302206, 3.066232], [-0.563824, 3.461715, 3.016433], [-3.527107, 2.432358, 2.425317], [-1.330656, 1.896624, 1.187549], [-2.082981, -1.858658, 0.449809], [-3.427005, -0.591779, -0.132622], [-1.390823, -2.956926, -1.057426], [-2.631290, -2.903941, 1.977512], [-1.264465, -1.229105, 0.632414]],
  "forces_ev_per_a": [[-0.423, 1.130, 1.386], [0.515, -1.773, -0.983], [0.101, -3.096, 1.088], [-1.403, 0.381, -3.442], [0.105, 1.467, -0.791], [0.170, 0.541, -0.548], [-0.086, -0.376, 1.250], [1.042, 1.970, 1.857], [-1.004, -2.130, 0.489], [0.557, 0.931, -0.191], [-2.401, 2.781, -1.178], [3.636, -1.246, 1.374], [-0.045, -0.097, 0.051], [0.870, -0.102, -0.364], [-0.730, 0.150, -0.303], [-0.632, -0.348, 0.354], [-0.252, 0.216, 1.194], [-0.179, 0.592, -0.187], [-0.235, -0.486, -0.378], [0.927, -0.323, -0.273], [-0.285, 0.058, -0.336], [-0.800, -0.469, -1.132], [-0.117, -0.644, 0.125], [-0.681, 0.162, 0.643], [0.259, 0.227, -0.546], [1.091, 0.481, 0.840]],
  "lowdin_charge": [-0.637, -0.026, 0.139, 0.135, 0.067, 0.089, 0.070, 0.138, -0.732, -0.058, 0.164, 0.179, 0.105, 0.133, 0.120, 0.075, -1.527, 0.588, 0.519, 0.527, -0.082, -1.579, 0.602, 0.542, 0.565, -0.117],
  "spin_multiplicity": 1,
  "relative_energy_ev": 0.0000
}

Record 4
{
  "formula": "C3H3NO2",
  "method": "wB97M-V/def2-TZVPD",
  "symbols": ["C", "C", "C", "N", "O", "O", "H", "H", "H"],
  "coordinates": [[1.674060, 0.794574, 0.168829], [-1.092553, 1.109939, 0.084520], [-0.175296, 0.214095, 0.013885], [2.698378, 1.069711, -0.222604], [0.358089, -2.114150, 0.400657], [-0.353000, -1.040507, -0.377931], [-2.038089, 0.685435, -0.294477], [-1.099649, 2.159673, 0.232282], [0.028057, -2.878774, -0.005158]],
  "forces_ev_per_a": [[-6.775, -2.403, -0.001], [-2.580, -0.059, -0.979], [5.840, -0.185, 1.386], [2.617, 0.799, -0.529], [0.674, 3.983, 1.285], [0.591, -1.292, -0.550], [0.078, 0.289, 0.755], [0.750, 0.543, 0.118], [-1.196, -1.677, -1.484]],
  "lowdin_charge": [-0.105, 0.066, -0.271, 0.049, 0.066, -0.051, 0.102, 0.074, 0.069],
  "spin_multiplicity": 1,
  "relative_energy_ev": 7.0754
}